63
Properties=species:S:1:pos:R:3:forces:R:3 method="wB97M-V/def2-TZVPD" multiplicity=6 homo_lumo_gap_ev="8.8694 / 6.4711" lumo_ev="-2.0 / -4.9" s2=8.81 total_charge=+1
I 4.12482 -4.72085 0.17026 -0.084 0.057 0.025
Br 3.05347 0.32534 2.50178 0.048 0.068 0.035
Fe -0.09053 -0.23586 0.61862 -0.638 0.090 -0.565
O -0.32466 2.61083 3.52607 -0.085 -0.045 -0.011
O 0.05655 1.17346 1.87224 -0.029 -0.324 -0.109
N 0.88150 -2.14039 1.09780 -0.279 0.420 -0.330
N 0.68070 1.04372 -1.25921 0.218 -0.118 0.754
N -1.20642 -0.83342 -1.23018 0.551 -0.260 0.405
N -2.30469 -0.68064 1.15001 0.585 0.090 0.356
N 1.29008 -2.49424 2.32408 0.093 -0.041 0.104
C -0.84518 -0.40974 -2.45431 -0.102 -0.037 -0.076
C -2.72903 -1.75309 0.30013 -0.081 -0.003 0.097
C 0.28809 0.45128 -2.49440 0.030 0.042 -0.098
C -3.97882 -3.75133 -0.16658 0.025 -0.001 -0.013
C -3.00828 0.59436 0.91024 -0.131 0.020 0.009
C 0.87905 0.74455 -3.70559 -0.009 0.093 -0.112
C 4.05242 2.87052 1.80581 -0.003 0.015 -0.010
C 1.64563 4.22669 2.05580 0.036 -0.013 0.017
C -3.64695 -2.71058 0.69114 -0.109 -0.032 0.021
C 1.67893 2.85405 2.29073 -0.029 -0.061 -0.055
C -3.33966 -3.87241 -1.39409 -0.015 0.005 0.051
C 2.34043 -3.33130 2.28237 -0.021 0.021 -0.053
C 1.68880 -2.77461 0.25240 0.028 -0.104 0.003
C -1.49347 -0.72637 -3.67420 -0.007 -0.009 0.015
C 2.62617 -3.54242 0.95173 0.129 -0.061 -0.040
C -2.32461 -1.00639 2.58729 -0.060 0.104 -0.002
C -2.41941 -2.92230 -1.79377 0.039 0.020 -0.058
C 2.78862 4.91256 1.67617 -0.038 0.005 0.030
C -0.91848 -0.37814 -4.87320 0.061 0.006 0.000
C 2.13489 1.27998 -1.07665 -0.012 0.021 -0.095
C 0.37300 2.17995 2.63958 0.153 0.040 0.009
C 2.89502 2.19605 2.15865 0.000 -0.001 0.020
C 3.99235 4.23390 1.55514 0.029 0.004 0.007
C 0.29743 0.30787 -4.89313 -0.033 0.032 0.031
C -0.10605 2.28284 -1.04124 0.039 0.154 -0.148
C -2.13683 -1.82060 -0.97342 -0.098 -0.051 -0.084
H -3.33577 -0.97773 3.00312 -0.013 -0.061 -0.012
H 1.57377 -2.66626 -0.81510 -0.054 0.021 0.031
H 4.98958 2.33585 1.73222 -0.008 0.007 0.018
H -1.72601 -0.26352 3.11568 -0.033 0.043 -0.022
H -2.98591 0.83923 -0.14986 0.008 -0.037 -0.010
H -4.72396 -4.47641 0.13235 0.054 -0.020 0.023
H -2.45312 -1.22159 -3.65323 0.032 -0.043 -0.011
H -2.51355 1.38281 1.47663 0.022 -0.027 0.005
H 0.16874 3.04866 -1.77391 -0.006 -0.037 -0.038
H 2.70630 0.88250 -1.91210 -0.016 -0.014 -0.001
H -1.86321 -3.06428 -2.70968 -0.056 0.028 -0.019
H 4.89430 4.76766 1.28486 -0.015 -0.026 -0.018
H -1.16845 2.06550 -1.14191 0.011 -0.025 -0.003
H 2.34858 2.34477 -0.97902 -0.013 0.012 -0.062
H -4.05111 0.52648 1.23562 -0.009 -0.035 -0.025
H 0.70222 4.74222 2.18555 0.028 0.017 0.009
H 2.48912 0.78748 -0.17264 -0.024 0.011 0.020
H -3.54778 -4.72109 -2.03134 0.004 0.015 -0.012
H 1.76771 1.36076 -3.74829 -0.033 0.014 0.016
H 0.75705 0.56697 -5.83755 0.000 -0.019 0.013
H 0.86441 -2.08837 3.14165 -0.026 0.040 -0.023
H -1.90167 -1.99897 2.74105 -0.021 -0.012 -0.008
H 2.74413 5.97812 1.49403 -0.002 -0.013 0.001
H -4.11249 -2.65597 1.66610 -0.008 0.037 -0.022
H 2.81151 -3.71229 3.17322 -0.068 0.002 0.010
H -1.40993 -0.63114 -5.80283 -0.003 0.002 0.012
H 0.08064 2.66533 -0.04268 0.046 -0.025 -0.001

=====

63
Properties=species:S:1:pos:R:3:forces:R:3 method="wB97M-V/def2-TZVPD" homo_lumo_gap_ev=5.8652 lumo_ev=-4.5 total_charge=+1
Pb 0.24382 0.51394 0.52317 -0.145 -0.154 -0.063
Cl -3.43932 -3.82314 2.74509 0.023 0.016 -0.025
Cl 1.01093 -3.23492 -1.54888 -0.008 -0.039 0.012
Cl 0.43538 -6.02503 -0.28239 0.011 0.017 0.001
Cl -2.87778 -1.04949 1.40661 -0.025 -0.027 0.010
Cl -1.79762 -6.32835 1.87291 0.006 -0.019 0.019
S 1.54781 -1.86669 1.56344 0.087 0.214 0.136
S 2.20277 1.21015 2.78994 0.039 -0.013 -0.049
O -0.82559 -1.13092 -0.66784 0.073 0.088 -0.087
N -0.24879 0.45580 -4.12067 -0.080 -0.061 -0.035
C -1.13938 3.59907 -0.44681 -0.022 -0.020 0.054
C 2.03669 -1.49529 3.07004 -0.056 -0.017 0.025
C -2.61699 2.59351 1.71974 0.054 -0.007 -0.016
C -2.22756 2.76306 -0.66107 -0.033 -0.024 -0.061
C -2.23908 -3.68345 1.52218 -0.017 0.028 0.024
C 4.16410 0.54334 -1.82456 0.051 0.008 -0.007
C -1.49999 -4.80298 1.14389 0.019 0.014 -0.058
C -2.95890 2.26591 0.41114 -0.008 0.003 0.033
C 1.92847 -0.12973 3.65665 -0.078 -0.072 0.115
C -0.51298 -4.66602 0.16850 -0.060 -0.025 0.029
C -1.49342 0.92641 -4.78625 0.072 -0.037 0.029
C -3.41032 2.08120 2.88929 -0.047 0.056 -0.004
C -1.51952 3.42985 1.92355 -0.002 0.000 0.004
C -0.34678 -0.98458 -3.73500 0.021 0.071 -0.005
C -0.79158 3.93511 0.85626 0.048 0.026 0.067
C 3.85843 1.00508 -3.09763 0.030 -0.003 -0.001
C -2.00495 -2.45558 0.91612 -0.036 -0.022 0.033
C 1.81191 0.61996 -1.18871 0.000 0.120 -0.064
C 1.56693 -0.06883 5.11359 0.032 -0.016 -0.048
C 0.11222 1.32131 -2.93605 -0.019 0.019 0.017
C 1.52405 1.06284 -2.48483 0.050 -0.044 0.019
C -1.03984 -2.28711 -0.09420 -0.033 -0.036 0.036
C -0.28798 -3.43103 -0.42645 0.021 -0.011 -0.041
C 3.15765 0.38038 -0.88486 -0.122 0.034 -0.012
C 2.54059 1.27625 -3.41893 0.038 -0.023 0.020
C 2.57664 -2.56192 3.97372 0.043 0.009 -0.018
H 1.41930 0.95984 5.42580 0.002 0.006 -0.001
H -1.70876 0.27777 -5.63092 -0.011 0.013 -0.015
H -1.35680 1.95209 -5.11892 -0.007 0.000 -0.009
H 0.65812 -0.64498 5.30799 0.007 -0.004 -0.030
H -0.58552 4.01175 -1.27937 0.027 0.025 -0.038
H 1.88411 -2.74642 4.79974 -0.002 0.017 -0.046
H -3.81062 1.62168 0.22747 0.017 0.013 -0.001
H -0.62270 1.08846 -2.16887 -0.034 -0.019 0.027
H 4.64112 1.16972 -3.82620 -0.003 -0.012 0.009
H -0.03758 2.35276 -3.26107 0.029 -0.010 -0.014
H -0.49550 -1.57435 -4.63585 -0.017 -0.014 0.007
H -1.17165 -1.09596 -3.03521 0.018 -0.005 -0.009
H 0.56994 -1.26547 -3.22907 0.007 -0.007 -0.013
H 2.31977 1.68170 -4.40520 -0.028 0.002 0.021
H -1.23450 3.69362 2.93612 -0.021 0.017 -0.015
H -4.16366 1.35749 2.58014 0.023 0.000 -0.006
H 2.72837 -3.48887 3.42885 0.008 -0.002 0.006
H -2.30403 0.87046 -4.06468 -0.025 -0.002 0.023
H 5.19218 0.32892 -1.56000 -0.014 0.008 -0.008
H 2.36085 -0.51372 5.71650 0.008 0.005 0.029
H 3.51971 -2.23075 4.41478 0.011 -0.037 0.009
H -2.53914 2.52075 -1.67150 0.009 0.001 0.019
H 0.52366 0.53379 -4.78342 0.010 0.035 0.007
H 0.03654 4.60764 1.04421 0.013 -0.041 -0.027
H -2.76201 1.60997 3.62943 -0.004 -0.013 -0.011
H -3.92815 2.90565 3.38349 0.012 -0.023 0.017
H 3.42691 0.05834 0.11510 0.038 -0.009 -0.021